Record 1
122
Properties=species:S:1:pos:R:3 method="wB97M-V/def2-TZVPD" smiles="CCOC(C)=O.CCOC(C)=O.CCOC(C)=O.CCOC(C)=O.CCOC(C)=O.CCOC(C)=O.CCOC(C)=O.CCOC(C)=O.CC(C)=O" homo_ha=-0.36713 charge=0 e_above_lowest_ev=1.499 homo_lumo_gap_ev=10.0 energy_ha=-2654.25317
C 8.042 48.129 35.095
C 7.133 47.109 35.798
O 7.587 45.783 35.443
C 6.884 44.766 36.124
C 7.555 43.487 35.897
O 6.111 45.017 36.993
H 8.921 48.020 35.681
H 7.671 49.113 35.055
H 8.149 47.957 34.054
H 7.110 47.506 36.871
H 6.134 47.270 35.157
H 6.938 42.910 35.194
H 7.857 42.936 36.859
H 8.690 43.746 35.426
C 7.015 35.409 34.776
C 5.919 36.351 34.338
O 6.595 37.519 33.899
C 5.814 38.573 33.434
C 6.577 39.876 33.034
O 4.600 38.553 33.407
H 7.677 35.136 33.825
H 6.484 34.517 35.232
H 7.771 36.004 35.372
H 5.554 35.984 33.432
H 5.084 36.553 34.940
H 5.832 40.587 32.877
H 7.127 39.709 32.104
H 7.066 40.186 33.906
C 4.727 42.590 40.120
C 4.487 41.613 41.299
O 3.180 41.654 41.744
C 2.867 42.623 42.626
C 1.440 42.404 43.237
O 3.546 43.560 43.026
H 4.105 42.507 39.171
H 5.618 42.292 39.579
H 4.781 43.559 40.681
H 4.608 40.513 41.052
H 5.126 41.877 41.999
H 1.288 43.334 43.792
H 1.353 41.533 43.887
H 0.603 42.381 42.490
C 10.871 39.934 33.652
C 11.592 40.995 32.841
O 11.124 40.973 31.524
C 11.834 41.745 30.705
C 11.306 41.782 29.269
O 12.763 42.601 30.957
H 11.005 39.044 32.897
H 9.705 40.007 33.732
H 11.313 39.934 34.493
H 11.468 41.932 33.352
H 12.525 40.787 32.839
H 11.378 40.737 28.803
H 11.595 42.449 28.695
H 10.379 42.102 29.060
C 11.060 35.066 39.210
C 11.556 33.660 39.679
O 12.974 33.633 40.073
C 13.521 32.524 40.547
C 14.870 32.581 40.888
O 12.818 31.511 40.596
H 11.609 35.450 38.406
H 11.155 35.640 40.097
H 10.026 35.156 38.963
H 10.848 33.565 40.677
H 11.297 32.915 38.720
H 15.425 31.748 40.886
H 14.758 33.038 41.947
H 15.374 33.225 40.111
C 14.296 39.141 40.025
C 12.817 38.552 40.210
O 12.104 39.398 41.128
C 10.922 39.146 41.397
C 10.209 40.047 42.365
O 10.292 38.209 40.937
H 14.340 39.849 39.299
H 14.827 38.247 39.656
H 14.560 39.429 40.986
H 12.172 38.587 39.296
H 12.701 37.473 40.372
H 10.709 40.970 42.384
H 10.477 39.771 43.434
H 9.222 40.438 42.159
C 4.774 40.236 36.797
C 4.508 38.784 37.062
O 4.053 38.658 38.475
C 3.998 37.474 39.003
C 3.581 37.397 40.410
O 4.168 36.485 38.300
H 5.211 40.653 37.720
H 3.850 40.771 37.009
H 5.303 40.365 35.878
H 3.752 38.148 36.623
H 5.298 38.355 36.796
H 3.782 36.525 40.950
H 2.552 37.642 40.304
H 3.967 38.370 40.743
C 8.132 34.957 41.667
C 7.480 36.344 41.399
O 7.333 37.077 42.611
C 7.033 38.321 42.612
C 6.663 38.946 43.937
O 6.915 39.039 41.611
H 9.120 35.271 41.913
H 8.014 34.375 40.743
H 7.558 34.554 42.527
H 8.031 36.992 40.723
H 6.510 36.265 40.772
H 5.553 38.651 44.333
H 6.764 40.003 44.036
H 7.219 38.508 44.787
C 8.292 39.540 38.693
C 8.710 39.292 37.316
C 9.603 38.062 37.200
O 8.498 40.276 36.299
H 7.735 40.554 38.685
H 9.177 39.471 39.279
H 7.419 38.787 39.035
H 10.191 38.059 36.255
H 9.277 37.132 37.252
H 10.540 38.199 37.964



Record 2
122
Properties=species:S:1:pos:R:3 method="wB97M-V/def2-TZVPD" smiles="CCOC(C)=O.CCOC(C)=O.CCOC(C)=O.CCOC(C)=O.CCOC(C)=O.CCOC(C)=O.CCOC(C)=O.CCOC(C)=O.CC(C)=O" homo_ha=-0.37210 charge=0 e_above_lowest_ev=1.942 homo_lumo_gap_ev=10.5 energy_ha=-2654.23691
C -3.684 0.435 2.756
C -3.587 -0.607 3.977
O -2.218 -0.814 4.225
C -1.908 -1.743 5.141
C -0.396 -1.939 5.255
O -2.690 -2.321 5.892
H -4.668 0.695 2.195
H -3.303 -0.123 2.012
H -3.167 1.298 2.946
H -4.132 -0.137 4.742
H -4.204 -1.567 3.715
H -0.197 -2.392 6.163
H -0.097 -0.891 5.519
H -0.137 -2.441 4.226
C 2.491 3.126 -1.833
C 2.403 2.991 -0.173
O 1.623 4.031 0.376
C 1.396 4.104 1.715
C 0.493 5.202 1.959
O 2.136 3.459 2.544
H 2.759 4.240 -2.106
H 1.491 2.946 -2.375
H 3.349 2.558 -2.258
H 2.154 1.964 0.142
H 3.518 2.934 0.074
H 1.160 5.966 1.816
H 0.112 5.192 2.899
H -0.260 5.327 1.439
C 2.777 -1.526 -3.550
C 3.496 -0.342 -2.818
O 4.442 -0.974 -2.039
C 5.283 -0.383 -1.233
C 6.330 -1.296 -0.485
O 5.229 0.840 -0.989
H 3.433 -2.058 -4.280
H 2.124 -0.904 -4.343
H 2.172 -2.165 -3.126
H 4.089 0.335 -3.485
H 2.655 0.098 -2.065
H 7.031 -1.783 -1.284
H 5.686 -2.010 -0.051
H 6.771 -0.675 0.222
C -0.608 0.290 -2.656
C -0.515 -0.773 -1.429
O -0.062 -0.046 -0.396
C -0.332 -0.560 0.891
C 0.005 0.454 2.058
O -0.868 -1.587 0.993
H -1.272 1.028 -2.548
H -0.702 -0.180 -3.663
H 0.303 0.984 -2.701
H -1.365 -1.222 -1.403
H 0.191 -1.386 -1.883
H -0.214 1.619 1.831
H 1.084 0.330 2.164
H -0.307 0.119 3.010
C 2.464 -2.741 2.393
C 3.811 -3.237 1.700
O 3.741 -4.602 1.615
C 4.826 -5.278 1.040
C 4.666 -6.763 0.947
O 5.874 -4.684 0.666
H 1.611 -2.812 1.671
H 2.271 -1.676 2.790
H 2.051 -3.225 3.357
H 4.039 -2.861 0.617
H 4.680 -2.863 2.256
H 5.500 -7.147 0.451
H 3.933 -6.838 0.296
H 4.465 -7.292 1.821
C -3.027 2.923 -4.915
C -2.262 3.782 -3.977
O -2.253 3.280 -2.644
C -1.706 4.002 -1.530
C -1.422 3.095 -0.385
O -1.486 5.211 -1.566
H -4.055 3.031 -4.623
H -2.833 2.019 -5.014
H -3.059 3.349 -5.892
H -1.346 3.865 -4.559
H -2.648 4.786 -3.850
H -0.407 2.644 -0.423
H -2.188 2.467 -0.455
H -1.515 3.705 0.383
C 0.988 2.035 6.223
C -0.086 2.498 5.260
O -0.795 3.614 5.844
C -1.966 4.040 5.401
C -2.569 5.074 6.259
O -2.636 3.555 4.442
H 1.686 2.797 6.281
H 1.427 1.004 5.900
H 0.660 1.822 7.144
H 0.477 2.888 4.225
H -0.811 1.685 4.977
H -3.817 5.129 6.035
H -2.180 6.064 5.796
H -2.210 4.925 7.394
C -4.202 -1.085 -0.927
C -5.477 -1.896 -1.114
O -5.126 -3.243 -1.556
C -6.043 -4.183 -1.767
C -5.487 -5.546 -2.108
O -7.204 -3.946 -1.752
H -4.555 -0.190 -0.437
H -4.022 -0.732 -1.973
H -3.516 -1.860 -0.498
H -6.049 -2.012 -0.060
H -6.330 -1.355 -1.622
H -4.662 -5.567 -2.568
H -6.227 -6.083 -2.519
H -5.465 -5.835 -1.124
C 2.199 -0.633 -6.973
C 0.985 -1.475 -6.872
C 1.065 -2.926 -7.190
O -0.136 -1.006 -6.398
H 3.243 -1.180 -6.987
H 2.226 0.319 -6.401
H 2.214 -0.516 -8.078
H 0.150 -3.368 -7.331
H 1.529 -3.539 -6.591
H 1.705 -3.084 -8.217



Record 3
145
Properties=species:S:1:pos:R:3 method="wB97M-V/def2-TZVPD" homo_ha="0.00783 / -0.13167" multiplicity=2 charge=-2 homo_lumo_gap_ev="3.4 / 7.2" energy_ha=-4784.66934
O 2.463 -3.145 -1.994
C 1.874 -2.065 -1.932
O 2.466 -0.801 -1.896
B 1.461 0.213 -1.434
O 0.205 -0.509 -1.354
C 0.351 -1.870 -1.413
O -0.463 -2.734 -1.081
O 1.422 1.423 -2.312
C 1.801 2.512 -1.543
O 1.805 3.705 -1.865
C 2.203 2.057 -0.196
O 1.997 0.733 -0.164
O 2.542 2.762 0.768
C -2.075 -4.218 -4.624
C -2.425 -2.713 -4.622
C -3.689 -2.521 -5.503
O -3.590 -3.173 -6.782
C -4.678 -3.050 -7.712
N -2.670 -2.393 -3.262
H -2.968 -4.707 -4.233
H -1.304 -4.455 -3.891
H -1.872 -4.676 -5.592
H -1.585 -2.156 -5.037
H -3.772 -1.446 -5.667
H -4.511 -2.842 -4.863
H -4.283 -3.440 -8.650
H -4.900 -1.986 -7.795
H -5.550 -3.579 -7.327
H -2.698 -1.387 -3.186
H -1.864 -2.685 -2.726
C -3.045 1.361 -1.281
C -2.599 1.734 -2.746
C -1.709 3.032 -2.919
O -1.327 3.237 -4.333
C -0.332 4.242 -4.605
N -2.057 0.610 -3.420
H -3.783 2.094 -0.956
H -2.244 1.461 -0.549
H -3.572 0.408 -1.259
H -3.563 1.834 -3.244
H -0.863 2.952 -2.237
H -2.299 3.874 -2.557
H -0.494 5.169 -4.055
H -0.287 4.391 -5.684
H 0.641 3.889 -4.261
H -1.130 0.478 -3.041
H -1.992 1.048 -4.327
C 5.970 1.496 3.615
C 5.844 0.418 2.474
C 4.361 -0.141 2.543
O 4.228 -0.969 3.710
C 3.424 -2.179 3.638
N 6.144 0.996 1.141
H 6.990 1.879 3.613
H 5.631 1.083 4.565
H 5.355 2.377 3.434
H 6.469 -0.470 2.564
H 4.059 -0.692 1.652
H 3.600 0.639 2.541
H 2.385 -2.043 3.337
H 3.361 -2.722 4.580
H 3.977 -2.730 2.877
H 6.969 1.573 1.067
H 5.444 1.432 0.558
C -3.181 -2.718 1.342
C -2.868 -4.006 2.136
C -1.660 -3.868 3.039
O -2.005 -3.054 4.177
C -0.912 -2.898 5.124
N -3.976 -4.271 3.047
H -3.463 -1.879 1.979
H -3.863 -2.853 0.502
H -2.231 -2.335 0.970
H -2.820 -4.841 1.437
H -0.809 -3.458 2.495
H -1.307 -4.853 3.346
H 0.019 -2.645 4.615
H -0.764 -3.920 5.473
H -1.116 -2.200 5.936
H -4.728 -4.576 2.446
H -3.794 -5.150 3.512
C -0.543 1.467 5.253
O -1.442 0.439 5.125
P -2.416 0.079 3.893
O -3.434 -0.901 4.344
O -1.366 -0.369 2.649
C -0.295 0.392 2.032
O -2.939 1.544 3.390
C -3.800 1.574 2.241
H 0.445 1.019 5.365
H -0.879 2.128 6.052
H -0.373 2.049 4.348
H -0.156 -0.067 1.053
H 0.593 0.387 2.663
H -0.517 1.426 1.765
H -4.837 1.324 2.467
H -3.455 0.810 1.545
H -3.565 2.486 1.693
C -0.519 4.299 0.872
O -1.848 4.566 1.308
P -2.085 5.622 2.541
O -1.225 5.404 3.703
O -3.718 5.445 2.989
C -4.010 5.359 4.417
O -1.951 7.104 1.908
C -2.395 7.469 0.626
H -0.335 3.239 0.696
H 0.249 4.466 1.627
H -0.352 4.884 -0.033
H -5.099 5.348 4.448
H -3.584 6.211 4.948
H -3.623 4.472 4.918
H -3.229 8.163 0.723
H -2.770 6.670 -0.013
H -1.595 7.977 0.086
C 1.308 -5.592 0.390
C 1.669 -6.332 1.681
O 1.689 -7.664 1.246
C 1.809 -7.681 -0.113
O 2.139 -8.651 -0.822
O 1.559 -6.530 -0.667
F 0.637 -6.117 2.512
H 1.998 -4.754 0.299
H 0.274 -5.258 0.301
H 2.590 -5.972 2.139
C 3.297 -4.087 -4.770
C 1.844 -4.269 -4.812
O 1.615 -5.384 -5.694
C 2.660 -5.496 -6.480
O 2.672 -6.259 -7.426
O 3.696 -4.747 -5.981
F 1.167 -3.204 -5.267
H 3.737 -4.521 -3.873
H 3.584 -3.036 -4.727
H 1.438 -4.379 -3.806
C 5.110 5.845 2.027
C 4.097 5.794 0.912
O 4.116 7.044 0.353
C 4.699 7.882 1.161
O 4.517 9.089 1.208
O 5.381 7.245 2.143
F 2.895 5.564 1.588
H 6.051 5.456 1.637
H 4.766 5.377 2.949
H 4.280 5.058 0.129